Computed, not measured: 2 unconnected molecules or ions with the total composition C10H12O2S2, with the ωB97M-V functional and the def2-TZVPD basis.

```
26
Properties=species:S:1:pos:R:3:nbo_charge:R:1
C -1.497 -0.727 0.210 -0.319
S 2.392 0.959 0.120 2.120
H 2.449 -1.043 -2.552 0.230
H 1.656 0.581 -2.547 0.249
C -2.871 -0.463 0.346 -0.181
C 1.497 -0.408 -0.829 -0.395
C 1.617 -0.446 -2.257 -0.707
H -4.356 0.966 0.269 0.213
H 2.029 -1.831 2.595 0.264
C -2.696 1.584 -0.771 -0.160
C 2.920 -0.063 1.490 -0.683
H -0.660 2.174 -1.257 0.239
H -1.088 -1.613 0.583 0.222
S 1.693 -1.864 0.024 0.313
H 0.668 -0.680 -2.752 0.249
O 1.465 1.969 0.521 -0.923
O 3.525 1.423 -0.710 -0.929
C -3.485 0.635 -0.099 -0.244
C -0.798 0.243 -0.465 0.144
C -1.292 1.397 -0.885 -0.326
H 3.042 0.532 2.378 0.258
H -3.230 2.320 -1.317 0.210
C 1.845 -1.136 1.719 -0.539
H -3.396 -1.255 0.882 0.205
H 3.765 -0.607 1.193 0.246
H 0.832 -0.541 1.898 0.244
```

Output
* E_LUMO (spin up / spin down): 0.070 / 0.072 eV
* electronic energy: -1334.931188 hartree
* energy above the lowest of the compared OMol25 structures with the same formula, charge and spin: 43.5 kcal per mole